Entry from OMol25: a cluster of 5 separate species, C28H20N2O12S2 in total (the ωB97M-V functional and the def2-TZVPD basis).

Cartesian coordinates (Å):
O 4.1906 3.4744 2.1412
C 3.1363 3.6973 1.6163
O 3.0473 4.5902 0.5970
C 1.8896 3.0288 2.1755
N 0.7835 2.8144 1.2096
N -0.2470 2.0995 1.9849
C -0.8175 1.2222 1.3376
S -1.7328 0.1697 0.6567
C 0.1743 4.0523 0.7687
O 0.4439 4.5734 -0.2622
O -0.8174 4.5645 1.5903
S -0.2594 5.8759 2.4809
H 2.6880 4.1772 -0.2008
H 2.2051 2.0425 2.5066
H 1.5611 3.5671 3.0691
H -0.6686 5.4944 3.7108
O -1.7594 -1.6816 3.1767
C -2.9080 -1.9524 3.4580
C -3.7691 -2.7035 2.5112
C -5.0303 -2.9993 2.8148
C -5.6269 -2.5927 4.1119
O -6.7749 -2.8635 4.3892
C -4.7629 -1.8423 5.0582
C -3.5018 -1.5464 4.7550
H -3.3129 -2.9955 1.5719
H -5.6766 -3.5464 2.1404
H -5.2171 -1.5554 5.9980
H -2.8543 -1.0010 5.4298
O -2.1157 -4.3813 -0.5337
C -1.4187 -3.9098 -1.4097
C -1.6226 -4.2647 -2.8342
C -0.8601 -3.7442 -3.7927
C 0.2251 -2.7819 -3.4734
O 0.9165 -2.3010 -4.3453
C 0.4293 -2.4259 -2.0463
C -0.3323 -2.9509 -1.0903
H -2.4202 -4.9657 -3.0466
H -0.9953 -3.9919 -4.8357
H 1.2243 -1.7219 -1.8345
H -0.2028 -2.7048 -0.0432
O -2.7831 -4.2385 -6.1958
C -3.8154 -3.6421 -6.4240
C -3.8737 -2.1613 -6.3664
C -5.0050 -1.5063 -6.6131
C -6.2549 -2.2300 -6.9580
O -7.2844 -1.6338 -7.1843
C -6.1941 -3.7125 -7.0153
C -5.0624 -4.3667 -6.7683
H -2.9511 -1.6533 -6.1146
H -5.0709 -0.4265 -6.5763
H -7.1157 -4.2210 -7.2678
H -4.9954 -5.4466 -6.8052
O 7.3679 1.7421 4.0093
C 7.9453 2.7481 3.6550
C 9.3615 2.9902 4.0316
C 9.9979 4.0929 3.6469
C 9.3202 5.1264 2.8242
O 9.9049 6.1299 2.4739
C 7.9068 4.8830 2.4493
C 7.2659 3.7805 2.8323
H 9.8373 2.2241 4.6309
H 11.0294 4.2903 3.9102
H 7.4312 5.6491 1.8499
H 6.2321 3.5893 2.5654

The total charge is 0. As for the HOMO energy: -0.364 Ha. The value obtained for the HOMO-LUMO gap is 8.1 eV. The spin multiplicity is 1. The SMILES is O=C(O)CN(N=C=S)C(=O)OS.O=C1C=CC(=O)C=C1.O=C1C=CC(=O)C=C1.O=C1C=CC(=O)C=C1.O=C1C=CC(=O)C=C1. The calculation puts the calculated total energy at -2887.508191 a.u. Its LUMO energy is -1.8 eV.

natural (NBO) population analysis, charges in e, atoms 1 to 4:
1 O -0.55
2 C 0.80
3 O -0.70
4 C -0.35